Entry 1:
A 2-piece molecular cluster, C3H3Cl2I overall in a non-equilibrium geometry, computed with ωB97M-V/def2-TZVPD.

Output
HOMO-LUMO gap (alpha / beta): 9.3 / 6.8 eV
electronic energy: -1333.99156 a.u.
LUMO level (alpha / beta): -0.38 / -1.51 eV
ΔE to the lowest compared entry with this formula, charge and spin: 70.5 kcal per mole
largest force on an atom: 3.0 eV Å⁻¹

Last column: natural (NBO) charge in e.
CARTESIAN COORDINATES (ANGSTROEM)
C  -1.5636  -1.4731  -0.4096  -0.54
H  1.7910  -0.7741  0.9891  0.23
Cl  -0.0081  2.0471  -0.7396  0.05
I  -2.8946  -0.0426  0.2306  0.18
Cl  2.5207  2.4909  0.3239  0.01
C  1.2599  1.2553  0.1047  -0.22
H  -0.6866  -1.0990  -0.9365  0.19
H  -1.6193  -2.4487  -0.0555  0.18
C  1.2006  0.0443  0.4930  -0.08

Forces on atoms 1 to 6 (eV/Å):
0.448 2.124 -0.559
-0.915 1.265 -0.684
-0.747 -0.138 -0.426
0.116 -0.537 -0.065
0.224 -0.954 0.364
0.209 2.238 -0.463

***

Entry 2:
A 2-piece molecular cluster, ClH3NPS overall in a non-equilibrium geometry, computed with ωB97M-V/def2-TZVPD.

Output
HOMO-LUMO gap: 8.3 eV
electronic energy: -1256.20368 a.u.
LUMO level: -0.95 eV
ΔE to the lowest compared entry with this formula, charge and spin: 70.2 kcal per mole
structure (SMILES): [H]/N=P/[H].SCl
largest force on an atom: 1.8 eV Å⁻¹

Last column: natural (NBO) charge in e.
CARTESIAN COORDINATES (ANGSTROEM)
H  -2.2185  1.3862  0.7266  -0.12
Cl  3.1434  0.8601  -0.2914  -0.19
S  1.2943  0.1488  0.2612  0.04
H  -0.6699  -1.3341  -0.2632  0.38
P  -1.8371  0.6425  -0.4289  0.90
N  -1.2895  -0.6642  0.1786  -1.14
H  1.5773  -1.0394  -0.1828  0.11

Forces on atoms 1 to 6 (eV/Å):
-0.256 -0.274 0.386
0.025 -0.005 0.166
0.844 1.588 0.315
-0.926 0.007 -0.697
0.007 0.135 -1.210
0.329 -0.255 1.420

***

Entry 3:
C4H8N2O in the gas phase in a non-equilibrium geometry, computed with ωB97M-V/def2-TZVPD.

Output
HOMO-LUMO gap (alpha / beta): 8.1 / 8.5 eV
electronic energy: -341.75921 a.u.
LUMO level (alpha / beta): -0.02 / -0.26 eV
ΔE to the lowest compared entry with this formula, charge and spin: 153.4 kcal per mole
largest force on an atom: 3.7 eV Å⁻¹

Last column: natural (NBO) charge in e.
CARTESIAN COORDINATES (ANGSTROEM)
C  0.2270  1.6406  -0.5624  -0.68
N  0.6760  -0.8196  -0.0743  -0.39
H  -0.7356  1.8281  -0.9365  0.22
N  -1.6307  -1.7147  1.8286  -0.29
H  -0.6791  1.4272  1.7754  0.17
O  -1.3810  -0.4404  2.1300  -0.23
H  0.7704  -0.2874  -2.1207  0.17
H  -2.2361  -2.0296  2.5201  0.29
H  0.8558  1.4823  -1.4354  0.22
H  0.6878  -2.0078  -1.7387  0.22
H  2.3825  -1.2074  -1.6155  0.22
C  0.1060  0.2852  0.2480  0.18
C  -0.7797  0.4185  1.3628  0.14
C  1.2323  -1.0421  -1.4204  -0.46
H  0.5043  2.4671  0.0391  0.22

Forces on atoms 1 to 6 (eV/Å):
0.202 -2.601 0.146
0.143 -0.272 -0.054
-1.463 0.506 -0.572
2.225 0.561 -2.888
-0.854 -0.463 0.459
-1.041 -0.141 0.826

***

Entry 4:
A 3-piece molecular cluster, C4H4BrCl3O2S overall in a non-equilibrium geometry, computed with ωB97M-V/def2-TZVPD.

Output
HOMO-LUMO gap: 9.0 eV
electronic energy: -4657.96968 a.u.
LUMO level: -0.68 eV
ΔE to the lowest compared entry with this formula, charge and spin: 25.4 kcal per mole
largest force on an atom: 4.4 eV Å⁻¹

Last column: natural (NBO) charge in e.
CARTESIAN COORDINATES (ANGSTROEM)
Cl  -1.3679  -0.6973  0.8507  0.01
C  -0.0221  1.6721  0.9450  -0.45
H  -0.9016  -0.6934  -3.0522  0.22
H  0.1300  2.8139  1.0265  0.26
H  -0.3283  -1.6320  -1.4978  0.24
O  0.8797  -3.0335  1.4970  -0.85
C  -0.3400  -0.7267  -2.1979  -0.41
Br  -2.4162  1.8473  -0.5143  0.13
H  0.6386  1.0984  1.6887  0.23
O  0.7789  -1.5797  3.4677  -0.85
C  0.5913  0.1545  -1.8278  -0.12
Cl  0.8078  1.7728  -2.3287  0.06
S  0.9750  -1.7333  2.0160  1.66
Cl  1.6315  -0.3015  -0.5493  0.02
C  -1.0568  1.0384  0.4762  -0.15

Forces on atoms 1 to 6 (eV/Å):
-0.389 1.432 -0.374
1.807 1.253 3.297
-1.602 0.402 -1.726
-0.437 -2.103 -0.893
-0.279 1.135 -1.684
-0.268 -1.917 -0.974